The following is a DFT calculation (ωB97M-V with the def2-TZVPD basis set) of 26 unconnected molecules or ions with the total composition BrH50O25 at a distorted geometry.

Summary:
F_max: 0.025 hartree/bohr
net charge: -1
orbital gap: 8.5 eV
energy above the lowest of the compared OMol25 structures with the same formula, charge and spin: 2.0175 eV
HOMO: -0.2608 Ha

Cartesian coordinates (Å):
Br (12.1333, -12.3827, -31.0261)
O (7.3149, -12.7379, -29.8794)
H (6.3736, -12.9091, -29.8493)
H (7.5998, -12.8027, -28.9679)
O (6.9543, -11.3774, -33.1813)
H (7.7612, -10.9537, -32.8886)
H (6.2561, -10.8985, -32.7346)
O (8.1168, -10.3503, -30.5479)
H (8.0623, -11.2797, -30.3255)
H (7.2437, -10.0067, -30.3589)
O (11.7218, -9.0630, -30.1250)
H (11.1214, -9.2483, -29.4029)
H (12.0328, -9.9238, -30.4054)
O (12.1881, -13.4718, -35.6292)
H (11.5647, -12.9252, -36.1075)
H (11.7684, -13.6310, -34.7838)
O (17.0941, -12.9423, -32.9778)
H (17.4176, -12.3951, -33.6934)
H (16.1548, -13.0233, -33.1433)
O (11.5060, -14.7364, -26.4935)
H (12.4065, -14.7722, -26.1708)
H (11.4523, -13.9039, -26.9629)
O (16.8101, -11.0344, -30.3377)
H (16.6002, -11.8128, -30.8538)
H (16.0678, -10.4464, -30.4774)
O (9.6150, -10.4845, -35.5114)
H (8.6652, -10.3746, -35.5558)
H (9.7392, -11.3995, -35.2593)
O (8.1945, -12.5629, -27.2753)
H (9.0424, -12.1677, -27.4782)
H (8.2594, -12.8102, -26.3529)
O (10.7488, -11.6773, -28.0572)
H (11.0088, -11.8136, -28.9683)
H (11.3158, -10.9703, -27.7491)
O (13.6894, -14.2864, -28.3381)
H (13.3870, -13.8831, -29.1518)
H (14.0092, -13.5539, -27.8115)
O (14.4928, -12.1191, -33.1504)
H (14.3576, -11.3140, -33.6501)
H (13.7219, -12.1839, -32.5866)
O (16.6336, -13.5679, -28.8920)
H (15.7050, -13.3412, -28.8407)
H (17.0369, -13.0935, -28.1650)
O (11.6046, -15.2224, -32.9981)
H (12.4767, -15.5191, -32.7381)
H (11.3180, -14.6602, -32.2784)
O (9.4390, -16.0661, -28.4142)
H (8.9013, -16.2731, -27.6499)
H (10.2767, -15.7818, -28.0485)
O (14.1075, -16.5737, -32.4528)
H (13.4049, -17.1119, -32.0883)
H (14.5297, -16.1807, -31.6888)
O (13.6286, -10.0153, -34.9311)
H (14.4160, -9.4724, -34.9703)
H (12.9262, -9.4037, -34.7101)
O (9.3218, -14.1277, -31.1140)
H (8.6462, -13.8202, -30.5096)
H (10.1459, -13.8495, -30.7142)
O (12.7684, -7.8356, -32.4987)
H (11.9527, -7.4706, -32.8417)
H (12.5800, -8.0218, -31.5789)
O (9.8305, -8.5890, -32.2176)
H (10.5818, -8.4136, -31.6509)
H (9.7043, -9.5362, -32.1624)
O (16.2271, -15.2892, -31.0258)
H (15.9095, -14.5441, -31.5360)
H (16.5700, -14.9004, -30.2212)
O (9.7910, -12.8649, -33.6680)
H (10.2087, -12.7706, -32.8120)
H (9.1580, -13.5731, -33.5495)
O (14.6005, -11.5072, -27.2188)
H (15.5001, -11.1951, -27.3166)
H (14.0694, -10.7109, -27.2151)
O (15.0515, -8.8280, -30.9400)
H (14.8501, -8.5975, -30.0330)
H (14.2289, -8.6929, -31.4103)

Atoms 1-2, force components in eV/Å:
Br -0.2 0.3 0.7
O -0.3 -0.3 -0.3

Charges in e, computed with Löwdin, in the same order as the atoms: Br 0.321; O -0.038; H 0.084; H 0.012; O -0.054; H 0.001; H 0.021; O -0.055; H -0.023; H 0.039; O -0.080; H 0.045; H -0.069; O -0.059; H 0.011; H -0.018; O -0.061; H 0.035; H -0.015; O -0.056; H 0.031; H 0.004; O -0.066; H -0.001; H -0.024; O -0.060; H 0.020; H -0.014; O -0.043; H -0.005; H 0.055; O -0.069; H -0.098; H 0.041; O -0.062; H -0.051; H -0.010; O -0.100; H -0.002; H -0.153; O -0.041; H 0.006; H 0.049; O -0.065; H -0.015; H -0.064; O -0.050; H 0.024; H -0.003; O -0.044; H 0.042; H 0.002; O -0.032; H 0.045; H 0.035; O -0.083; H -0.012; H -0.084; O -0.045; H 0.042; H -0.014; O -0.061; H -0.027; H 0.009; O -0.043; H 0.019; H -0.001; O -0.066; H -0.064; H 0.048; O -0.031; H 0.041; H 0.038; O -0.027; H 0.044; H -0.004



The following is a DFT calculation (ωB97M-V with the def2-TZVPD basis set) of 16 unconnected molecules or ions with the total composition CH33O16 at a distorted geometry.

Summary:
F_max: 0.055 hartree/bohr
net charge: -1
orbital gap: 8.6 eV
energy above the lowest of the compared OMol25 structures with the same formula, charge and spin: 0.4918 eV
HOMO: -0.2363 Ha

Cartesian coordinates (Å):
C (9.9720, 6.8700, 18.3650)
O (9.7140, 6.6190, 17.0110)
H (10.2570, 7.9050, 18.6240)
H (10.7840, 6.2010, 18.7030)
H (9.1590, 6.5140, 18.9880)
O (12.5260, 4.5100, 17.1520)
H (13.1840, 5.1030, 16.8080)
H (11.8780, 4.5250, 16.4690)
O (12.0740, 7.4330, 15.9900)
H (11.3920, 7.0000, 16.5130)
H (11.4860, 8.0380, 15.4950)
O (12.7560, 4.5790, 19.8840)
H (12.7810, 5.4620, 20.2880)
H (12.6740, 4.6310, 18.9210)
O (6.9400, 6.1220, 20.1180)
H (7.2470, 5.4260, 20.6760)
H (6.9640, 5.9070, 19.2140)
O (8.0570, 6.3170, 14.8860)
H (7.2850, 5.7920, 15.0960)
H (8.5990, 6.3840, 15.6920)
O (10.4460, 10.3450, 19.8320)
H (10.8760, 10.1450, 18.9950)
H (9.5490, 10.0230, 19.8990)
O (9.2990, 9.1020, 16.4920)
H (10.0190, 9.7320, 16.6210)
H (9.5020, 8.2000, 16.8090)
O (11.8200, 10.0150, 17.6530)
H (12.2560, 9.1390, 17.7360)
H (12.2800, 10.4670, 16.9400)
O (10.2990, 4.8180, 21.3520)
H (10.7070, 4.2950, 22.0600)
H (10.7410, 5.6650, 21.4580)
O (9.6410, 4.0400, 16.8840)
H (9.6200, 4.9950, 17.0820)
H (9.2140, 3.9670, 16.0270)
O (7.0150, 7.5980, 17.6160)
H (7.3650, 8.5040, 17.5790)
H (7.8650, 7.1870, 17.6260)
O (13.1970, 7.7180, 18.5770)
H (14.0720, 8.1030, 18.3970)
H (12.8940, 7.1850, 17.8260)
O (10.6670, 2.9100, 19.2340)
H (10.5410, 3.3680, 18.3780)
H (10.8470, 3.5420, 19.8900)
O (12.1400, 7.0470, 20.8560)
H (12.5250, 7.2560, 20.0340)
H (11.4560, 7.6920, 21.0120)
O (9.5300, 7.8440, 21.1400)
H (9.1730, 8.7020, 21.2510)
H (9.0980, 7.5440, 20.3140)

Atoms 1-2, force components in eV/Å:
C 1.0 -1.4 0.1
O 0.2 0.7 0.6

Charges in e, computed with Löwdin, in the same order as the atoms: C -0.235; O -0.416; H 0.076; H 0.082; H 0.056; O -0.016; H 0.041; H 0.030; O -0.073; H -0.019; H 0.064; O -0.084; H -0.007; H -0.020; O -0.026; H 0.030; H -0.009; O -0.075; H 0.022; H -0.024; O -0.061; H -0.042; H 0.013; O -0.080; H 0.007; H -0.045; O -0.064; H 0.026; H 0.078; O -0.057; H 0.061; H -0.002; O -0.068; H -0.017; H 0.044; O -0.045; H 0.040; H -0.039; O -0.039; H 0.102; H 0.032; O -0.078; H -0.012; H -0.063; O -0.060; H -0.048; H 0.018; O -0.039; H 0.021; H 0.021



The following is a DFT calculation (ωB97M-V with the def2-TZVPD basis set) of 6 unconnected molecules or ions with the total composition C5H22NO6S at a distorted geometry.

Summary:
F_max: 0.034 hartree/bohr
net charge: -1
orbital gap: 8.1 eV
energy above the lowest of the compared OMol25 structures with the same formula, charge and spin: 0.9236 eV
HOMO: -0.1861 Ha

Cartesian coordinates (Å):
C (-1.6011, 0.3621, 0.0739)
O (-1.4912, -0.9172, -0.4604)
C (-0.1832, 1.0473, 0.0362)
C (-0.0736, 2.0977, 1.2051)
C (1.2997, 2.2237, 1.8224)
S (2.5840, 3.0961, 0.8251)
C (3.0242, 2.2525, -0.6919)
N (0.9566, 0.0947, 0.1297)
H (-2.2457, 1.0300, -0.5360)
H (-2.0991, 0.3429, 1.0750)
H (0.0606, 1.4824, -0.9412)
H (-0.3756, 3.0903, 0.8790)
H (-0.7505, 1.6966, 1.9717)
H (1.6222, 1.2820, 2.2825)
H (1.1762, 2.7819, 2.7710)
H (4.1109, 2.2098, -0.6352)
H (2.6653, 1.2206, -0.5827)
H (2.6055, 2.6378, -1.6234)
H (0.9873, -0.4251, -0.7359)
H (0.7327, -0.5867, 0.8325)
H (1.5932, -2.5275, -2.0728)
H (0.7360, -2.7839, -3.2155)
O (1.5880, -2.3964, -3.0346)
H (-0.8615, -3.4672, 1.1865)
H (-0.7928, -2.0805, 0.1435)
O (-0.3277, -2.8598, 0.6622)
H (0.4214, -2.0643, 2.1491)
H (0.1165, -2.4427, 3.5629)
O (0.4150, -1.6858, 3.0676)
H (-2.0802, 0.1202, -3.6006)
H (-1.5469, 0.7517, -2.4486)
O (-2.1731, 0.9622, -3.1567)
H (-3.3115, -2.9228, -0.4655)
H (-2.9674, -1.5371, -0.1417)
O (-3.8143, -2.0851, -0.3336)

Atoms 1-2, force components in eV/Å:
C 0.8 -0.3 -0.8
O -0.4 0.2 -0.2

Charges in e, computed with Löwdin, in the same order as the atoms: C -0.324; O -0.333; C -0.328; C -0.225; C -0.521; S 0.769; C -0.454; N 0.030; H 0.099; H 0.112; H 0.124; H 0.099; H 0.101; H 0.067; H 0.069; H 0.010; H 0.005; H 0.030; H 0.064; H 0.038; H 0.033; H 0.022; O -0.063; H 0.027; H -0.004; O -0.157; H -0.005; H 0.007; O -0.096; H 0.026; H -0.001; O -0.064; H 0.013; H -0.007; O -0.165



The following is a DFT calculation (ωB97M-V with the def2-TZVPD basis set) of a molecular structure, C26H34ClO2Zr at a distorted geometry.

Summary:
F_max: 0.046 hartree/bohr
net charge: +1
orbital gap: 8.0 eV
energy above the lowest of the compared OMol25 structures with the same formula, charge and spin: 0.0000 eV
HOMO: -0.3941 Ha

Cartesian coordinates (Å):
O (-0.6827, 2.3133, -0.8516)
C (-1.5135, 3.3859, -0.2177)
C (-2.2095, 3.6686, -1.5303)
H (-0.8439, 4.1723, 0.1327)
H (-2.1429, 2.9788, 0.5847)
C (-1.3004, 2.6379, -2.1650)
H (-1.8571, 4.5188, -2.0791)
H (-3.2965, 3.5227, -1.5249)
C (-0.2198, 3.2327, -3.0481)
H (0.4330, 3.8968, -2.4732)
H (-0.6784, 3.8161, -3.8537)
H (0.3863, 2.4419, -3.4967)
C (-2.1279, 1.5812, -2.8113)
H (-3.0109, 1.3713, -2.2092)
H (-1.5754, 0.6633, -2.9889)
H (-2.4714, 1.9687, -3.7771)
Zr (-0.0057, 0.4415, 0.3045)
C (-1.2325, -1.6303, 0.5441)
C (-1.4430, -0.9884, 1.7990)
C (-2.2143, 0.1896, 1.5812)
H (-1.1425, -1.3845, 2.7648)
C (-2.5199, 0.2650, 0.1893)
C (-1.9104, -0.8563, -0.4602)
H (-2.0573, -1.1255, -1.5051)
H (-0.7869, -2.6160, 0.4182)
H (-2.5626, 0.8825, 2.3473)
H (-3.2335, 0.9496, -0.2626)
C (1.6736, -1.1609, -0.2845)
C (0.7407, -1.2005, -1.3674)
C (0.7841, 0.0544, -2.0382)
H (0.1829, -2.0714, -1.7060)
C (1.7676, 0.8718, -1.3883)
C (2.3403, 0.1061, -0.3324)
H (3.1707, 0.4205, 0.2948)
H (1.9111, -1.9891, 0.3768)
H (0.2861, 0.2819, -2.9765)
H (2.0889, 1.8633, -1.7049)
O (-1.4598, 6.0492, -1.0006)
C (-2.2071, 6.5084, -2.1849)
C (-2.4708, 8.0088, -2.1006)
H (-3.1747, 5.9738, -2.2549)
H (-1.6244, 6.2444, -3.0841)
C (-2.1233, 8.3680, -0.6466)
H (-3.5054, 8.2171, -2.3781)
H (-1.8345, 8.5333, -2.8127)
C (-1.3314, 7.1615, -0.0920)
H (-3.0451, 8.5109, -0.0750)
H (-1.5507, 9.2913, -0.5627)
H (-1.7108, 6.8520, 0.8933)
H (-0.2598, 7.3957, 0.0114)
Cl (1.2220, -2.6451, 2.8144)
C (2.5010, -1.5299, 3.1015)
C (3.7000, -2.0304, 3.6079)
C (4.7860, -1.1739, 3.8184)
C (4.6507, 0.1810, 3.5126)
C (3.4510, 0.6833, 3.0224)
C (2.3290, -0.1500, 2.8197)
C (1.0417, 0.4158, 2.3626)
H (3.7810, -3.0929, 3.8282)
H (5.7225, -1.5705, 4.2105)
H (5.4937, 0.8583, 3.6641)
H (3.3617, 1.7497, 2.8051)
H (1.1303, 1.5154, 2.2230)
H (0.2787, 0.2640, 3.1355)

Atoms 1-2, force components in eV/Å:
O -0.4 -0.1 1.2
C 0.5 0.0 0.1

Charges in e, computed with Löwdin, in the same order as the atoms: O -0.254; C -0.068; C -0.091; H 0.123; H 0.118; C -0.524; H 0.053; H 0.147; C 0.012; H 0.109; H 0.106; H 0.082; C -0.009; H 0.077; H 0.062; H 0.119; Zr 1.619; C -0.203; C -0.193; C -0.146; H 0.085; C -0.168; C -0.188; H 0.121; H 0.122; H 0.123; H 0.110; C -0.178; C -0.171; C -0.156; H 0.130; C -0.148; C -0.151; H 0.120; H 0.090; H 0.104; H 0.120; O -0.223; C -0.187; C -0.147; H 0.120; H 0.122; C -0.142; H 0.115; H 0.111; C -0.171; H 0.111; H 0.111; H 0.119; H 0.120; Cl 0.765; C -0.608; C -0.100; C -0.074; C -0.081; C -0.063; C -0.333; C -0.231; H 0.107; H 0.110; H 0.110; H 0.114; H 0.063; H 0.058



The following is a DFT calculation (ωB97M-V with the def2-TZVPD basis set) of a gas-phase ion, C7H14N (charge +1) at a distorted geometry.

Summary:
F_max: 0.080 hartree/bohr
net charge: +1
orbital gap: 9.4 eV
energy above the lowest of the compared OMol25 structures with the same formula, charge and spin: 3.2693 eV
SMILES: C[C@H]([NH3+])[C@H](C)C1C=C1
HOMO: -0.4718 Ha

Cartesian coordinates (Å):
C (-1.0234, 1.7170, -0.4532)
C (-1.1853, 0.3052, -0.2678)
N (-1.6712, -0.1022, 1.0921)
C (0.1486, -0.4837, -0.5661)
C (0.1798, -1.9635, -0.2220)
C (1.2657, 0.4165, 0.3264)
C (2.6600, -0.1263, 0.1988)
C (2.4046, 0.9503, -0.4546)
H (-0.4227, 2.0952, 0.3398)
H (-2.0452, 2.1938, -0.4801)
H (-0.5384, 1.7929, -1.3638)
H (-1.9913, 0.0214, -0.9242)
H (-2.6776, 0.2300, 1.2288)
H (-1.1549, 0.2229, 1.9902)
H (-1.5774, -1.1300, 1.1284)
H (0.3266, -0.3375, -1.6153)
H (0.1542, -2.3479, 0.8619)
H (-0.6252, -2.6510, -0.6728)
H (0.9691, -2.4360, -0.6501)
H (0.7369, 0.8136, 1.2137)
H (3.4305, -0.8979, 0.3839)
H (2.6366, 1.7170, -1.0940)

Atoms 1-2, force components in eV/Å:
C -2.3 1.8 1.5
C 0.8 -3.2 -0.5

Charges in e, computed with Löwdin, in the same order as the atoms: C -0.052; C -0.384; N 0.200; C -0.235; C -0.082; C -0.215; C 0.018; C 0.019; H 0.079; H 0.130; H 0.088; H 0.153; H 0.205; H 0.211; H 0.142; H 0.137; H 0.113; H 0.116; H 0.036; H 0.104; H 0.129; H 0.088



The following is a DFT calculation (ωB97M-V with the def2-TZVPD basis set) of 2 unconnected molecules or ions with the total composition ClHNO2S at a distorted geometry.

Summary:
F_max: 0.043 hartree/bohr
net charge: -1
orbital gap (alpha / beta): 7.4 / 7.3 eV
energy above the lowest of the compared OMol25 structures with the same formula, charge and spin: 3.4894 eV
HOMO (alpha / beta): -0.1656 / -0.1664 Ha

Cartesian coordinates (Å):
N (-0.7409, 0.3053, -0.8455)
O (-0.5993, 2.8274, 1.6826)
O (0.9102, 2.7921, -0.2932)
S (0.2622, 2.0299, 0.7565)
Cl (2.0749, 1.5048, 1.8687)
H (-0.0753, 0.5479, -1.6098)

Atoms 1-2, force components in eV/Å:
N 0.0 -0.1 0.0
O 1.4 -1.2 -1.2

Charges in e, computed with Löwdin, in the same order as the atoms: N -0.044; O -0.548; O -0.578; S 0.314; Cl -0.031; H -0.113



Repeat the sixth record exactly.
The following is a DFT calculation (ωB97M-V with the def2-TZVPD basis set) of 2 unconnected molecules or ions with the total composition ClHNO2S at a distorted geometry.

Summary:
F_max: 0.043 hartree/bohr
net charge: -1
orbital gap (alpha / beta): 7.4 / 7.3 eV
energy above the lowest of the compared OMol25 structures with the same formula, charge and spin: 3.4894 eV
HOMO (alpha / beta): -0.1656 / -0.1664 Ha

Cartesian coordinates (Å):
N (-0.7409, 0.3053, -0.8455)
O (-0.5993, 2.8274, 1.6826)
O (0.9102, 2.7921, -0.2932)
S (0.2622, 2.0299, 0.7565)
Cl (2.0749, 1.5048, 1.8687)
H (-0.0753, 0.5479, -1.6098)

Atoms 1-2, force components in eV/Å:
N 0.0 -0.1 0.0
O 1.4 -1.2 -1.2

Charges in e, computed with Löwdin, in the same order as the atoms: N -0.044; O -0.548; O -0.578; S 0.314; Cl -0.031; H -0.113



Which value of net charge does entry 3 give?
-1